DFT (wB97M-V/def2-TZVPD) results for a single C26H30N4O molecule in a non-equilibrium geometry.

Values from the calculation:
- net charge = 0
- 2S+1 = 1
- HOMO level (Ha) = -0.2932
- SMILES string = Cc1ccc(-n2cc(CNC[C@@H]3CC(=O)N(C4CC4)C3)c(-c3cccc(C)c3)n2)cc1
- gap between HOMO and LUMO (eV) = 8.6
- energy relative to the best compared isomer or geometry (same formula, charge and spin) (kcal per mole) = 52.9

```
61
C26H30N4O wB97M-V/def2-TZVPD
C -0.27141 6.20503 -3.65348
C 0.79856 4.31054 -2.61186
H -0.24693 -4.70101 -1.08816
C -1.68275 0.54794 1.40044
H 4.18207 -2.18532 1.56542
C -1.47367 4.85464 -2.05202
H 5.59585 0.19412 1.93672
H 1.82965 -2.89044 1.49352
N -0.82094 -4.37582 1.60774
C -0.73768 -6.47867 0.15240
C 2.09713 -1.88553 1.20240
H -0.39877 -7.49775 0.25402
H -2.58651 -4.30952 0.47072
H 3.05420 1.69282 0.17393
H -2.54069 1.14562 1.75778
H 1.16226 -5.79218 -0.79806
C 0.45046 1.26121 0.01918
C -0.48795 -3.88251 2.82295
N 0.74261 2.22373 -0.83981
H -3.32509 -3.37585 2.51702
C -1.86834 -3.63526 0.94311
C -1.38411 2.45910 -0.26625
C -1.37508 -2.67960 3.09029
C -1.42029 5.92394 -2.92742
H 1.65216 3.66693 -2.47404
H 5.83954 -0.46944 0.32520
C -3.08358 -1.47223 1.56960
C -2.50489 -2.80589 2.06834
H 0.45712 8.13629 -4.19686
N -0.36533 2.94589 -1.01729
H 5.35501 1.22095 0.51835
H -0.77345 -1.78787 2.91300
H -2.38311 4.66966 -1.50241
C 3.42128 -1.48894 1.24266
H 1.74025 5.58312 -4.03590
H 0.17994 7.06022 -5.56099
H -2.29257 6.55080 -3.04494
C 5.22798 0.21537 0.91112
C 0.83646 5.38060 -3.47986
H -1.44957 -2.96896 0.17947
H -1.19295 7.81046 -4.73461
C 1.11583 -0.99811 0.79820
H 0.70240 -5.75042 1.68159
C -0.08359 -5.43407 1.00553
O 0.37826 -4.32514 3.54582
C -0.36085 4.03741 -1.88835
H -1.71843 -2.66392 4.12285
H -1.79264 -6.39541 -0.05635
H -3.42655 -0.89781 2.43923
C -0.20939 7.37004 -4.59272
C 2.80099 0.68486 0.46696
C 1.46161 0.30054 0.43738
H -3.96333 -1.69916 0.95768
N -2.11832 -0.70588 0.79277
C 3.78770 -0.19972 0.86745
H -1.05326 0.31254 2.26473
C -0.90934 1.36991 0.42469
C 0.18771 -5.46858 -0.46761
H -2.35934 2.90144 -0.25531
H 0.08469 -1.30613 0.73727
H -2.48103 -0.50858 -0.13324
```

natural (NBO) population analysis, charges in e, atoms 1 to 5: -0.03, -0.22, 0.22, -0.23, 0.21

---

DFT (wB97M-V/def2-TZVPD) results for a single C26H30N4O7S molecule.

Values from the calculation:
- net charge = 0
- 2S+1 = 1
- HOMO level (Ha) = -0.2910
- SMILES string = COC(=O)c1ccc2c(=O)n(CCN3CCOCC3)c(SCC(=O)Nc3ccc(OC)cc3OC)nc2c1
- gap between HOMO and LUMO (eV) = 7.9
- energy relative to the best compared isomer or geometry (same formula, charge and spin) (kcal per mole) = 11.4

```
68
C26H30N4O7S wB97M-V/def2-TZVPD
C 3.79498 -2.67043 1.71509
H -6.64989 -1.77724 2.66274
O -3.21095 -1.48406 -1.57012
H -1.56625 2.93307 -0.69616
H -5.37616 0.84545 0.52702
C -2.61240 -0.32286 2.09431
H -5.15959 -0.97647 -1.61485
N 1.01337 1.07453 -1.34574
O -3.68578 2.61509 -0.62362
H 5.31762 0.24768 -0.99287
H -5.32666 1.81594 -1.60988
C 3.13730 -0.79478 -1.42707
H -6.55631 -0.02179 2.38422
H 3.90372 1.78435 1.24959
H 3.34797 0.06498 3.34795
H 0.31760 3.66484 -1.54196
C 2.01978 -1.40712 2.49780
C -3.40332 1.63126 0.29224
C -2.31812 -2.48632 -1.62741
C -6.18134 -0.99898 2.06237
H 1.32330 -1.34849 3.33585
H 0.87138 4.62189 -0.13347
H -4.98223 3.54907 -1.82242
H 2.22906 -3.28752 -1.70421
C 4.58775 0.97339 -0.63002
H 5.49336 0.99697 1.34101
H -0.16900 -4.00538 -1.75867
H -2.32421 -1.09515 2.78774
H -5.70446 2.97543 -0.30119
N 3.79072 -0.28429 1.30133
C 1.42252 -2.57144 -1.65373
N -1.16339 2.44068 0.08904
O 2.84381 -2.52217 2.74362
O -4.79979 -1.12316 2.29288
O 4.09664 -1.52739 -1.54352
H 1.45584 -1.55730 1.56301
C 4.65796 -1.41888 1.55163
C 0.13406 2.65457 0.39399
H 3.28549 -2.87304 0.76220
H -0.64493 0.47829 1.87506
C -0.91468 -2.00606 -1.62241
H 4.85334 1.97355 -0.97609
H -1.39533 0.07876 -1.49007
O 0.71856 2.19794 1.35264
C -5.00207 2.73080 -1.10400
C -2.05768 1.53914 0.68360
C 4.48491 0.92463 0.90988
H -6.43644 -1.15831 1.00898
S 2.53500 3.10879 -0.81686
C -3.95076 -0.22196 1.72530
H 2.17533 0.71310 2.16314
H -4.79019 -2.55961 -2.36754
H -4.78365 -2.40612 -0.59950
H 5.31895 -1.55913 0.69522
C 0.72250 -0.25375 -1.48059
N 3.30639 0.57610 -1.17517
C 1.74442 -1.21694 -1.53972
C -1.67806 0.55280 1.58176
C 2.23886 1.41063 -1.14568
H 5.26659 -1.26755 2.46145
O -2.64106 -3.64701 -1.67775
C 0.81365 3.62590 -0.57414
C -4.34329 0.76077 0.82000
C -0.61330 -0.65946 -1.53720
H 4.41052 -3.52917 1.98802
C 2.84001 -0.12269 2.38572
C -4.56992 -1.88634 -1.53601
C 0.10642 -2.96467 -1.68724
```

natural (NBO) population analysis, charges in e, atoms 1 to 5: -0.07, 0.20, -0.51, 0.42, 0.23

---

DFT (wB97M-V/def2-TZVPD) results for a single C26H30N6O3 molecule in a non-equilibrium geometry.

Values from the calculation:
- net charge = 0
- 2S+1 = 1
- HOMO level (Ha) = -0.2962
- SMILES string = CCOc1ccc2[nH]c(=O)c(CN(Cc3nnnn3Cc3ccccc3)C[C@@H]3CCCO3)cc2c1
- gap between HOMO and LUMO (eV) = 8.3
- energy relative to the best compared isomer or geometry (same formula, charge and spin) (kcal per mole) = 46.6

```
65
C26H30N6O3 wB97M-V/def2-TZVPD
N 1.18487 3.66700 -2.87520
C 2.26936 0.97420 -0.81128
H 1.11774 -4.19773 -0.26261
C -2.00458 -0.37862 -3.96956
H -1.98484 -0.60653 4.64458
H -2.01410 -0.22679 -5.04650
H -2.57442 -1.27848 -3.74298
C -1.35625 1.33155 -2.39013
H -0.81149 2.07467 -2.99080
C 0.80810 -5.18333 -0.60134
N 2.10975 3.04476 -3.59391
H 1.65487 0.13665 1.68258
C 2.71425 1.56911 0.49984
H 1.37308 0.36615 -0.66614
H -2.30013 2.85201 -1.20922
C -2.56352 0.83304 -3.20603
C -1.52945 0.71283 3.16697
H -2.93680 1.60888 -3.86995
N -1.71602 -0.55518 3.66888
C 0.19555 3.32057 -0.59663
H -0.68520 -0.31554 0.00438
H 3.06221 0.35658 -1.24639
H -0.24689 -1.52594 -3.25987
H -0.74688 -2.74467 -0.15358
H 1.31662 -5.92907 0.00435
C 2.29510 1.00601 1.69754
H 2.34377 1.11846 3.83016
H 1.10458 -5.30976 -1.63893
O -1.15081 -5.27989 0.86486
C -1.62884 -4.11819 2.82804
N 2.58544 2.05020 -2.96783
C 3.93217 3.23624 1.73553
H -3.36843 0.53257 -2.53496
H 3.79612 3.11426 3.86808
O -0.53587 0.18792 -2.21282
N 1.97434 1.98450 -1.78509
H -0.98637 -6.36463 -0.79391
H -0.08970 2.58203 1.79356
H 3.88861 3.12342 -0.39770
C -1.73012 1.92294 -1.03263
C -1.57066 -1.72465 2.96968
H 0.82527 3.64105 0.23949
H -0.44291 4.16889 -0.89335
C -1.78701 -2.97044 3.56359
N -0.56944 2.15531 -0.18978
C -0.70245 -5.35832 -0.47355
H -1.23533 -4.63407 -1.10216
C 2.68515 1.55803 2.90494
C -1.24960 -4.06844 1.47496
O -1.68214 1.68673 3.88524
C 3.54462 2.68293 0.52775
H -1.80531 2.75934 1.44283
C -1.03351 -2.83961 0.88172
C 1.08900 3.00799 -1.74022
C -0.56288 -0.49824 -3.44363
H 0.14110 -0.02793 -4.14536
C -1.19205 -1.65925 1.61873
H -2.07946 -3.02424 4.60179
C 3.49921 2.67796 2.92635
C -1.14234 0.76420 1.75838
H -2.38017 1.21408 -0.51680
H 4.57237 4.10574 1.74529
H -1.79450 -5.08778 3.26939
C -0.97879 -0.36961 1.04242
C -0.91396 2.14812 1.21895
```

natural (NBO) population analysis, charges in e, atoms 1 to 5: -0.31, -0.24, 0.21, -0.44, 0.41

---

DFT (wB97M-V/def2-TZVPD) results for a single C26H30N6O3S molecule.

Values from the calculation:
- net charge = 0
- 2S+1 = 1
- HOMO level (Ha) = -0.3060
- SMILES string = CCCCN(C(=O)CCCSc1nc2ccccc2[nH]1)c1c(N)n(Cc2ccccc2)c(=O)[nH]c1=O
- gap between HOMO and LUMO (eV) = 8.6
- energy relative to the best compared isomer or geometry (same formula, charge and spin) (kcal per mole) = 0.0

```
66
C26H30N6O3S wB97M-V/def2-TZVPD
C -4.20699 -0.28268 1.47493
C 4.35642 0.69396 0.58691
C -3.55575 -1.17098 0.62771
C 2.46688 -0.84357 -1.81833
H 1.86929 -3.04702 -0.78265
C -2.19636 2.54972 0.37309
H 3.58166 -0.38163 2.30022
H 1.20867 -5.27523 0.34857
H -5.97915 0.87193 1.71288
O -0.27122 0.36584 -3.77781
H -0.03455 -2.67958 1.39913
H 3.40726 3.97056 -0.11399
H -3.75517 0.02173 2.40572
N -3.25382 -2.43514 -1.16496
H 5.12743 1.01954 1.28751
H -2.82213 3.98274 1.82856
C -5.44510 0.18122 1.07791
N 1.61879 -0.47751 -2.87057
C 1.85077 -0.68259 -0.52869
H -1.00168 -0.13870 0.89759
N -2.32247 -1.77064 0.75415
H 1.99369 -0.59201 -3.80571
H -1.69644 1.18319 -2.39348
C -0.96363 4.53308 0.92004
N -0.13531 0.20920 -1.51110
C 3.60565 3.12784 0.54433
H -5.84674 -1.40816 -1.91104
O 3.57749 -1.27013 -2.05250
H 2.72360 2.96683 1.16023
C 0.00042 4.18589 -0.01116
H 4.77833 2.12663 -0.94278
H -0.76304 -4.29236 1.54951
H 4.79085 -0.07692 -0.05179
H 0.85675 4.82462 -0.16586
N 2.56687 -1.02841 0.64749
C 3.20392 0.06321 1.37734
C -1.38885 0.93585 -1.37111
H -6.99707 0.17410 -0.39386
C 0.36474 0.05401 -2.79649
C -5.39567 -1.09969 -0.98088
C -4.15640 -1.57248 -0.58818
H -2.15876 0.29560 -0.93389
H 3.18537 -4.01153 -0.10903
C -0.13331 3.02420 -0.74949
H -3.34121 -2.91670 -2.04353
H 3.09403 1.62049 -0.90160
N -0.00084 -0.00949 0.81750
C -2.18952 -2.51287 -0.31237
H -0.85817 5.44052 1.49542
C 3.94706 1.88896 -0.27582
O 3.32680 -2.55859 2.11196
H 0.52134 -0.42311 1.57646
H 4.43631 3.39182 1.19518
C 2.30023 -3.42439 0.14221
C 0.57248 -0.18817 -0.40382
H 0.61710 2.76213 -1.48142
C 1.29534 -4.31921 0.86881
C -6.02762 -0.21686 -0.12578
S -0.82298 -3.50607 -0.70122
H 2.45283 0.81868 1.62301
H -3.05767 1.91324 0.52019
C 2.78819 -2.30812 1.05049
C -0.07713 -3.67697 0.96792
C -2.06434 3.71507 1.10736
C -1.23098 2.19487 -0.55907
H 1.66360 -4.50976 1.87966
```

natural (NBO) population analysis, charges in e, atoms 1 to 5: -0.21, -0.42, 0.07, 0.64, 0.22

---

- Which formula does entry 4 have?
  C26H30N6O3S

---

Please write out number 2 again, unchanged.
DFT (wB97M-V/def2-TZVPD) results for a single C26H30N4O7S molecule.

Values from the calculation:
- net charge = 0
- 2S+1 = 1
- HOMO level (Ha) = -0.2910
- SMILES string = COC(=O)c1ccc2c(=O)n(CCN3CCOCC3)c(SCC(=O)Nc3ccc(OC)cc3OC)nc2c1
- gap between HOMO and LUMO (eV) = 7.9
- energy relative to the best compared isomer or geometry (same formula, charge and spin) (kcal per mole) = 11.4

```
68
C26H30N4O7S wB97M-V/def2-TZVPD
C 3.79498 -2.67043 1.71509
H -6.64989 -1.77724 2.66274
O -3.21095 -1.48406 -1.57012
H -1.56625 2.93307 -0.69616
H -5.37616 0.84545 0.52702
C -2.61240 -0.32286 2.09431
H -5.15959 -0.97647 -1.61485
N 1.01337 1.07453 -1.34574
O -3.68578 2.61509 -0.62362
H 5.31762 0.24768 -0.99287
H -5.32666 1.81594 -1.60988
C 3.13730 -0.79478 -1.42707
H -6.55631 -0.02179 2.38422
H 3.90372 1.78435 1.24959
H 3.34797 0.06498 3.34795
H 0.31760 3.66484 -1.54196
C 2.01978 -1.40712 2.49780
C -3.40332 1.63126 0.29224
C -2.31812 -2.48632 -1.62741
C -6.18134 -0.99898 2.06237
H 1.32330 -1.34849 3.33585
H 0.87138 4.62189 -0.13347
H -4.98223 3.54907 -1.82242
H 2.22906 -3.28752 -1.70421
C 4.58775 0.97339 -0.63002
H 5.49336 0.99697 1.34101
H -0.16900 -4.00538 -1.75867
H -2.32421 -1.09515 2.78774
H -5.70446 2.97543 -0.30119
N 3.79072 -0.28429 1.30133
C 1.42252 -2.57144 -1.65373
N -1.16339 2.44068 0.08904
O 2.84381 -2.52217 2.74362
O -4.79979 -1.12316 2.29288
O 4.09664 -1.52739 -1.54352
H 1.45584 -1.55730 1.56301
C 4.65796 -1.41888 1.55163
C 0.13406 2.65457 0.39399
H 3.28549 -2.87304 0.76220
H -0.64493 0.47829 1.87506
C -0.91468 -2.00606 -1.62241
H 4.85334 1.97355 -0.97609
H -1.39533 0.07876 -1.49007
O 0.71856 2.19794 1.35264
C -5.00207 2.73080 -1.10400
C -2.05768 1.53914 0.68360
C 4.48491 0.92463 0.90988
H -6.43644 -1.15831 1.00898
S 2.53500 3.10879 -0.81686
C -3.95076 -0.22196 1.72530
H 2.17533 0.71310 2.16314
H -4.79019 -2.55961 -2.36754
H -4.78365 -2.40612 -0.59950
H 5.31895 -1.55913 0.69522
C 0.72250 -0.25375 -1.48059
N 3.30639 0.57610 -1.17517
C 1.74442 -1.21694 -1.53972
C -1.67806 0.55280 1.58176
C 2.23886 1.41063 -1.14568
H 5.26659 -1.26755 2.46145
O -2.64106 -3.64701 -1.67775
C 0.81365 3.62590 -0.57414
C -4.34329 0.76077 0.82000
C -0.61330 -0.65946 -1.53720
H 4.41052 -3.52917 1.98802
C 2.84001 -0.12269 2.38572
C -4.56992 -1.88634 -1.53601
C 0.10642 -2.96467 -1.68724
```

natural (NBO) population analysis, charges in e, atoms 1 to 5: -0.07, 0.20, -0.51, 0.42, 0.23

---

- Among the records above, which one has the highest energy relative to the best compared isomer or geometry (same formula, charge and spin)?
  C26H30N4O